DFT (ωB97M-V with the def2-TZVPD basis set) results for C35H38AsBr2N4ORb as an isolated structure.

ORCA input file:
```
! wB97M-V def2-TZVPD RIJCOSX def2/J DEFGRID3
* xyz 0 1
Rb -1.52 0.57 0.95
Br 0.00 0.56 6.15
C -0.87 2.04 5.33
C -0.76 3.29 5.93
C -1.38 4.38 5.39
Br -1.19 6.07 6.25
C -2.14 4.26 4.20
C -2.84 5.33 3.60
C -3.55 5.12 2.46
C -3.56 3.83 1.89
N -2.92 2.82 2.42
C -2.24 2.99 3.58
C -1.61 1.79 4.15
O -1.71 0.66 3.60
H -0.18 3.39 6.83
H -2.80 6.31 4.06
H -4.11 5.92 1.98
H -4.10 3.65 0.97
C 1.33 1.37 2.65
N 1.56 0.96 1.27
C 2.38 -0.25 1.25
C 2.23 2.01 0.51
C 1.49 3.34 0.52
N 0.09 3.26 0.13
C -0.56 4.54 0.40
C -0.05 2.91 -1.27
H 2.27 1.65 3.15
H 0.88 0.55 3.21
H 0.64 2.21 2.69
H 3.36 -0.08 1.73
H 2.56 -0.58 0.23
H 1.88 -1.05 1.79
H 2.37 1.66 -0.52
H 3.24 2.20 0.91
H 2.04 4.03 -0.14
H 1.54 3.77 1.52
H -0.07 5.37 -0.13
H -0.54 4.74 1.47
H -1.60 4.49 0.09
H 0.49 3.61 -1.94
H -1.11 2.93 -1.55
H 0.32 1.90 -1.45
C -1.46 0.26 -4.57
C -1.88 0.27 -3.18
N -2.21 0.28 -2.08
H -0.64 -0.46 -4.69
H -1.11 1.25 -4.86
H -2.29 -0.03 -5.21
C -2.85 -5.84 -2.80
C -3.14 -4.50 -2.98
C -2.32 -3.53 -2.42
C -1.20 -3.90 -1.68
C -0.92 -5.25 -1.50
C -1.74 -6.22 -2.05
As -0.12 -2.46 -0.92
C 0.78 -1.87 -2.55
C 1.39 -0.62 -2.52
C 2.08 -0.13 -3.63
C 2.14 -0.90 -4.79
C 1.52 -2.14 -4.83
C 0.84 -2.62 -3.72
C 1.31 -3.50 -0.11
C 1.17 -3.81 1.24
C 2.15 -4.55 1.90
C 3.27 -4.98 1.21
C 3.41 -4.67 -0.14
C 2.44 -3.94 -0.80
H -3.49 -6.60 -3.23
H -4.01 -4.20 -3.56
H -2.56 -2.48 -2.54
H -0.05 -5.55 -0.92
H -1.52 -7.26 -1.90
H 1.34 -0.02 -1.62
H 2.56 0.84 -3.59
H 2.68 -0.53 -5.65
H 1.57 -2.74 -5.73
H 0.36 -3.59 -3.76
H 0.31 -3.46 1.79
H 2.03 -4.78 2.95
H 4.03 -5.55 1.71
H 4.29 -5.00 -0.68
H 2.56 -3.70 -1.85
*
```


DFT (ωB97M-V with the def2-TZVPD basis set) results for a 2-piece molecular cluster, C4H12 overall.

Values from the calculation:
SMILES string ... CC.CC

ORCA input file:
```
! wB97M-V def2-TZVPD RIJCOSX def2/J DEFGRID3
* xyz 0 1
C 0.71 0.23 1.85
C 1.71 1.38 1.81
H -0.22 0.50 1.35
H 1.01 -0.69 1.34
H 0.35 0.00 2.85
H 2.73 1.06 2.03
H 1.43 2.18 2.47
H 1.77 1.79 0.80
C -0.86 -0.23 -2.23
C -1.55 -1.33 -1.43
H -0.88 0.71 -1.68
H 0.21 -0.44 -2.18
H -1.12 -0.11 -3.27
H -2.46 -1.72 -1.90
H -0.93 -2.21 -1.39
H -1.90 -1.13 -0.42
*
```


DFT (ωB97M-V with the def2-TZVPD basis set) results for a single C4H3ClN2O3S molecule.

ORCA input file:
```
! wB97M-V def2-TZVPD RIJCOSX def2/J DEFGRID3
* xyz 0 1
C 0.68 0.44 -1.41
C 0.55 -0.88 -1.39
C -0.80 1.37 0.20
C -1.49 -1.26 -0.27
N -0.23 1.34 -0.95
N -0.48 -1.58 -0.84
O -2.52 -1.13 0.18
O 1.76 -0.67 1.10
O -0.51 0.52 1.24
S 0.65 -0.47 1.98
Cl 1.40 0.93 3.38
H 1.45 0.97 -1.84
H 1.27 -1.47 -1.90
H -1.74 1.89 0.53
*
```


no.,F_max (eV/Å),E (Eh)
1,0.1,-9058.68081
2,1.9,-159.57172
3,4.1,-1347.75478